# 1
C28H76BF3HgO12S as an isolated structure. Source: the Open Molecules 2025 dataset; level of theory: the ωB97M-V functional and the def2-TZVPD basis.

ORCA input file:
```
! RIJCOSX wB97M-V def2-TZVPD def2/J DEFGRID3
* xyz 0 1
Hg -0.178 2.297 2.808
B -0.507 0.708 4.477
H -0.940 0.351 3.381
H 0.705 0.659 4.399
H -0.839 1.889 4.768
H -0.939 -0.012 5.331
C -0.393 -0.051 -1.363
F -0.549 -1.230 -1.942
F 0.198 0.778 -2.225
F -1.594 0.448 -1.044
S 0.628 -0.203 0.169
O 0.298 -1.486 0.745
O 1.993 -0.118 -0.274
O 0.237 0.914 1.011
C -1.727 5.236 0.000
C -0.576 4.296 -0.316
C 0.506 4.959 -1.152
O 0.053 3.873 0.927
H -2.204 5.560 -0.930
H -1.423 6.135 0.540
H -2.523 4.719 0.536
H -0.999 3.417 -0.798
H 0.341 5.047 -2.222
H 1.452 4.433 -1.009
H 0.650 5.976 -0.765
H 0.488 4.659 1.282
C 1.311 -4.502 -1.314
C 1.605 -4.343 -2.785
C 3.038 -3.907 -2.995
O 1.436 -5.647 -3.358
H 0.407 -5.084 -1.127
H 1.196 -3.538 -0.818
H 2.107 -5.056 -0.810
H 0.893 -3.630 -3.215
H 3.713 -4.656 -2.593
H 3.203 -2.916 -2.559
H 3.237 -3.718 -4.056
H 1.410 -5.568 -4.316
C 4.754 -2.622 2.880
C 3.748 -2.203 1.841
C 3.950 -2.891 0.482
O 2.423 -2.375 2.315
H 5.758 -2.270 2.630
H 4.804 -3.709 2.995
H 4.540 -2.195 3.863
H 3.912 -1.129 1.627
H 3.242 -2.464 -0.227
H 3.779 -3.958 0.633
H 4.949 -2.667 0.101
H 1.827 -2.197 1.570
C -4.458 1.060 2.930
C -3.491 1.479 1.835
C -4.216 2.088 0.646
O -2.573 2.455 2.393
H -4.752 1.970 3.471
H -3.971 0.453 3.692
H -5.366 0.600 2.549
H -2.928 0.610 1.487
H -5.100 1.510 0.383
H -3.578 2.266 -0.212
H -4.660 3.044 0.970
H -3.080 3.262 2.530
C -5.830 -3.210 -2.563
C -4.552 -2.655 -1.965
C -4.782 -1.428 -1.121
O -3.964 -3.690 -1.190
H -6.558 -3.534 -1.817
H -5.588 -4.050 -3.218
H -6.352 -2.500 -3.216
H -3.901 -2.439 -2.828
H -3.939 -1.204 -0.463
H -5.595 -1.616 -0.406
H -5.047 -0.546 -1.704
H -3.369 -3.292 -0.533
C 3.731 0.116 -3.279
C 4.881 0.025 -2.275
C 6.132 0.667 -2.818
O 4.517 0.744 -1.087
H 4.101 -0.011 -4.301
H 3.285 1.110 -3.228
H 2.962 -0.635 -3.097
H 5.120 -1.013 -2.011
H 6.494 0.121 -3.694
H 6.932 0.723 -2.081
H 5.934 1.675 -3.199
H 3.662 0.385 -0.804
C -1.042 -4.350 2.075
C -2.268 -3.459 2.008
C -2.344 -2.544 3.225
O -2.216 -2.618 0.857
H -0.118 -3.771 2.027
H -1.021 -4.980 1.180
H -1.062 -4.975 2.966
H -3.181 -4.045 1.910
H -1.473 -1.890 3.263
H -2.474 -3.060 4.178
H -3.255 -1.944 3.115
H -1.384 -2.112 0.896
C -2.808 2.255 -4.805
C -2.973 3.261 -3.703
C -2.026 4.431 -3.880
O -4.294 3.809 -3.761
H -1.809 1.802 -4.774
H -2.947 2.666 -5.803
H -3.508 1.429 -4.671
H -2.782 2.800 -2.730
H -2.287 5.209 -3.164
H -2.129 4.871 -4.871
H -1.022 4.046 -3.704
H -4.945 3.134 -3.548
C 3.677 0.831 3.711
C 2.927 2.141 3.856
C 3.899 3.281 4.177
O 2.190 2.479 2.666
H 4.434 0.917 2.927
H 2.996 0.019 3.444
H 4.138 0.570 4.662
H 2.271 2.104 4.722
H 4.502 3.019 5.048
H 3.371 4.222 4.312
H 4.648 3.367 3.379
H 2.812 2.536 1.930
*
```

Properties
Frontier orbital gap   7.99 eV
ΔE to the lowest compared entry with this formula, charge and spin   0.0 kcal per mole
HOMO energy   -9.2876 eV
E_LUMO   -1.30 eV



# 2
A 2-piece molecular cluster, N3O3S overall. Source: the Open Molecules 2025 dataset; level of theory: the ωB97M-V functional and the def2-TZVPD basis.

ORCA input file:
```
! RIJCOSX wB97M-V def2-TZVPD def2/J DEFGRID3
* xyz -1 3
N 2.609 0.567 -0.968
N -1.952 0.941 -0.197
N 2.819 -0.132 -0.106
O -2.394 -1.697 0.336
O -2.410 1.703 0.671
O 3.191 -0.796 0.788
S -1.863 -0.585 -0.524
*
```

Properties
Frontier orbital gap (spin up / spin down)   4.17 / 6.44 eV
ΔE to the lowest compared entry with this formula, charge and spin   2.5 kcal per mole
HOMO energy (spin up / spin down)   -0.6478 / -2.9381 eV
E_LUMO (spin up / spin down)   3.52 / 3.50 eV



# 3
C45H49ClILaN10O3S2Si2 as an isolated structure. Source: the Open Molecules 2025 dataset; level of theory: the ωB97M-V functional and the def2-TZVPD basis.

ORCA input file:
```
! RIJCOSX wB97M-V def2-TZVPD def2/J DEFGRID3
* xyz 0 1
La -0.470 -0.001 -0.983
C -0.002 -2.340 3.720
Si -0.122 -3.823 2.632
C -0.853 -5.300 3.634
C 1.529 -4.437 1.973
C -1.324 -3.385 1.180
C -2.014 -2.153 1.304
C -3.431 -2.133 1.577
C -3.990 -1.022 2.175
C -3.137 0.091 2.438
C -1.796 -0.024 2.150
N -1.286 -0.952 1.307
Si -1.812 -4.807 0.056
C -3.042 -4.135 -1.180
C -2.628 -6.197 0.902
C -0.609 -5.715 -1.066
H 0.405 -2.461 4.716
H -0.988 -1.892 3.857
H 0.606 -1.531 3.221
H -0.170 -5.546 4.425
H -0.863 -6.236 2.987
H -1.847 -5.049 3.983
H 2.165 -4.440 2.878
H 2.027 -3.630 1.343
H 1.487 -5.446 1.509
H -3.996 -3.063 1.368
H -5.068 -0.931 2.442
H -3.606 0.938 2.827
H -1.045 0.690 2.632
H -4.138 -4.155 -0.855
H -2.935 -4.654 -2.138
H -2.782 -3.057 -1.299
H -3.532 -5.799 1.470
H -2.017 -6.823 1.570
H -3.040 -6.815 0.136
H 0.191 -5.077 -1.536
H -1.186 -6.264 -1.875
H -0.120 -6.404 -0.347
O -2.324 -1.308 -1.847
N -2.787 -1.265 -3.081
N -2.381 -0.093 -3.691
O -1.722 0.779 -2.915
C -2.602 0.059 -5.063
C -1.872 1.125 -5.700
C -1.827 1.052 -7.103
C -2.506 0.059 -7.793
C -3.284 -0.869 -7.124
C -3.400 -0.880 -5.703
H -1.379 1.910 -5.164
H -1.316 1.848 -7.630
H -2.458 0.036 -8.886
H -3.765 -1.684 -7.725
H -3.958 -1.614 -5.145
Cl 5.941 -4.124 -0.822
C 4.524 -3.211 -1.256
C 3.896 -3.508 -2.486
C 2.729 -2.838 -2.856
I 1.879 -3.464 -4.601
C 2.161 -1.876 -1.966
O 1.074 -1.242 -2.299
C 2.778 -1.606 -0.648
N 2.068 -0.932 0.271
C 2.699 -0.582 1.415
C 3.965 -1.083 1.784
C 4.659 -1.907 0.873
C 3.970 -2.309 -0.333
H 4.404 -4.243 -3.097
H 2.106 0.062 2.080
H 4.412 -0.761 2.711
H 5.587 -2.439 1.109
N -2.652 7.104 0.394
C -3.118 6.191 -0.531
S -3.868 6.770 -1.855
C -2.905 4.774 -0.205
C -1.992 4.313 0.728
C -1.652 2.967 0.698
N -2.189 2.072 -0.117
C -3.107 2.515 -0.983
C -3.524 3.850 -1.028
H -2.765 8.062 0.190
H -2.716 6.887 1.374
H -1.587 4.987 1.525
H -0.993 2.552 1.475
H -3.576 1.729 -1.628
H -4.282 4.187 -1.761
N 1.309 1.521 -3.945
C 1.323 2.475 -2.971
C 1.290 3.828 -3.248
C 1.549 4.768 -2.272
C 1.911 4.277 -0.998
C 1.660 2.889 -0.791
N 1.282 2.011 -1.708
H 1.519 1.845 -4.867
H 1.518 0.564 -3.765
H 0.989 4.167 -4.266
H 1.472 5.829 -2.367
H 2.290 4.843 -0.116
H 1.698 2.632 0.297
N 0.685 1.752 5.227
C 1.703 2.601 5.002
N 2.837 2.200 4.543
C 3.688 3.253 4.408
C 4.910 3.245 3.726
C 5.693 4.391 3.644
C 5.184 5.606 4.150
C 3.880 5.702 4.624
C 3.168 4.544 4.877
S 1.585 4.330 5.431
H 0.836 0.758 5.125
H -0.096 1.992 5.826
H 5.356 2.285 3.494
H 6.703 4.448 3.287
H 5.764 6.526 4.113
H 3.388 6.642 4.824
*
```

Properties
Frontier orbital gap   4.42 eV
ΔE to the lowest compared entry with this formula, charge and spin   23.2 kcal per mole
HOMO energy   -5.7795 eV
E_LUMO   -1.36 eV